(1)
The following is a quantum chemistry calculation of a cluster of 22 separate species, C54H161N9O21 in total, from OMol25.

Geometry as ORCA input:
```
! wB97M-V def2-TZVPD RIJCOSX def2/J DEFGRID3
* xyz 0 1
N 0.84 1.63 2.35
H -0.17 1.51 2.09
H 1.64 0.18 1.47
H 0.85 1.63 3.36
H 1.18 2.54 2.05
N -2.52 1.02 1.86
H -2.42 0.98 2.85
H -2.74 1.93 1.58
H -3.36 0.45 1.62
H -1.57 0.23 0.70
O 1.75 -0.76 1.17
C 0.48 -1.34 1.37
C -0.43 -1.29 0.13
O -1.03 -0.01 -0.09
H 0.07 -0.81 2.16
H 0.62 -2.36 1.72
H -1.24 -2.09 0.27
H 0.07 -1.58 -0.76
C 2.25 -3.79 -4.66
C 1.57 -3.09 -3.44
C 2.58 -2.68 -2.38
O 3.49 -1.73 -2.95
C 4.38 -1.37 -1.90
N 0.63 -2.03 -3.92
H 3.23 -4.25 -4.36
H 2.49 -3.00 -5.38
H 1.61 -4.52 -5.20
H 0.94 -3.83 -2.97
H 3.21 -3.48 -2.00
H 2.11 -2.19 -1.60
H 3.77 -1.13 -1.03
H 4.76 -0.42 -2.28
H 5.14 -2.09 -1.66
H 1.00 -1.35 -4.53
H 0.06 -1.66 -3.20
C -4.27 -2.54 -0.28
C -4.61 -2.40 1.18
C -3.53 -3.06 2.10
O -4.12 -3.18 3.35
C -3.40 -3.86 4.32
N -4.61 -0.95 1.65
H -3.97 -3.57 -0.56
H -3.45 -1.85 -0.52
H -5.21 -2.30 -0.81
H -5.61 -2.88 1.36
H -2.59 -2.47 2.01
H -3.17 -4.08 1.72
H -2.49 -3.36 4.60
H -3.10 -4.81 3.81
H -4.07 -4.07 5.20
H -4.88 -1.00 2.61
H -5.32 -0.43 1.16
C 4.35 -6.27 4.16
C 4.66 -6.85 2.79
C 5.15 -5.70 1.87
O 4.03 -4.79 1.74
C 4.27 -3.76 0.76
N 5.59 -7.95 2.99
H 3.86 -6.94 4.86
H 3.71 -5.39 3.97
H 5.30 -5.86 4.56
H 3.85 -7.36 2.28
H 5.41 -6.06 0.89
H 6.02 -5.17 2.32
H 3.44 -2.99 0.74
H 4.32 -4.27 -0.23
H 5.22 -3.15 0.94
H 6.14 -8.11 2.16
H 6.29 -7.70 3.66
C 0.71 -5.54 1.06
C 0.50 -5.20 -0.42
C 0.61 -6.49 -1.23
O 1.81 -7.26 -0.99
C 2.97 -6.77 -1.52
N -0.82 -4.53 -0.49
H 1.54 -6.27 1.22
H -0.22 -6.09 1.33
H 0.95 -4.78 1.81
H 1.19 -4.51 -0.89
H 0.54 -6.22 -2.33
H -0.24 -7.06 -1.03
H 3.67 -7.52 -1.42
H 3.37 -5.91 -0.95
H 2.92 -6.46 -2.54
H -1.09 -4.28 -1.46
H -1.62 -5.12 -0.08
C 0.12 4.13 -5.81
C -1.29 4.47 -6.41
C -2.33 4.93 -5.33
O -2.50 3.80 -4.41
C -3.64 4.01 -3.60
N -1.15 5.42 -7.50
H 0.25 4.73 -4.88
H 0.90 4.17 -6.57
H 0.07 3.12 -5.46
H -1.71 3.55 -6.80
H -3.25 5.20 -5.81
H -1.95 5.79 -4.71
H -3.58 3.16 -2.91
H -4.55 3.99 -4.21
H -3.56 4.88 -2.96
H -0.53 6.24 -7.19
H -2.03 5.82 -7.80
C -5.64 2.23 0.15
C -4.95 3.50 -0.20
C -5.45 4.61 0.73
O -4.80 5.79 0.34
C -5.20 6.92 0.99
N -3.55 3.31 0.06
H -5.44 1.41 -0.62
H -6.68 2.38 0.25
H -5.26 1.88 1.12
H -5.23 3.90 -1.20
H -5.17 4.40 1.80
H -6.52 4.64 0.66
H -4.98 7.73 0.30
H -4.70 7.09 1.94
H -6.31 7.00 1.19
H -3.26 2.47 -0.44
H -3.05 4.16 -0.29
C -1.80 4.07 3.92
C -0.76 5.09 4.21
C 0.66 4.56 4.34
O 0.88 3.26 4.83
C 0.86 3.07 6.24
N -0.76 6.25 3.27
H -1.50 3.13 4.37
H -1.84 3.78 2.88
H -2.83 4.35 4.14
H -1.00 5.57 5.19
H 1.25 5.24 4.91
H 1.00 4.59 3.29
H 1.48 3.77 6.81
H 1.24 2.09 6.44
H -0.12 3.25 6.68
H -0.58 5.86 2.37
H -1.60 6.79 3.25
C 4.38 2.26 4.90
C 5.00 0.95 5.42
O 4.44 -0.21 4.76
H 3.33 2.23 5.14
H 4.62 2.49 3.80
H 4.96 3.09 5.38
H 4.71 0.88 6.50
H 6.10 0.95 5.37
H 4.51 -0.12 3.76
C -0.94 -0.41 8.17
C 0.28 -0.74 7.31
O -0.20 -1.41 6.13
H -1.57 0.29 7.67
H -0.78 -0.19 9.24
H -1.56 -1.30 8.14
H 1.05 -1.33 7.73
H 0.69 0.23 7.00
H 0.58 -1.55 5.60
C -2.73 -0.02 -4.47
C -2.71 0.09 -2.97
O -1.80 -0.84 -2.43
H -1.78 0.44 -4.85
H -3.58 0.51 -4.92
H -2.64 -1.06 -4.75
H -3.70 -0.09 -2.57
H -2.45 1.13 -2.69
H -1.53 -0.44 -1.59
C 1.52 -4.09 4.68
C 2.38 -2.95 4.03
O 2.19 -1.78 4.87
H 1.96 -4.20 5.67
H 1.52 -5.00 4.09
H 0.48 -3.79 4.79
H 2.00 -2.72 3.02
H 3.42 -3.26 4.05
H 3.04 -1.25 4.80
C 3.15 5.36 1.64
C 2.93 4.55 0.40
O 1.53 4.12 0.45
H 3.05 4.83 2.64
H 2.34 6.11 1.67
H 4.17 5.71 1.61
H 3.54 3.68 0.41
H 3.18 5.15 -0.44
H 1.25 3.56 -0.27
C 1.79 0.67 -6.76
C 3.21 0.32 -6.28
O 3.42 0.73 -4.92
H 0.97 0.09 -6.26
H 1.72 0.49 -7.82
H 1.53 1.75 -6.57
H 3.97 0.89 -6.87
H 3.31 -0.78 -6.47
H 3.34 -0.02 -4.30
C -3.41 -4.41 -4.64
C -2.05 -4.09 -4.09
O -1.33 -3.47 -5.09
H -4.08 -4.96 -3.97
H -3.26 -5.07 -5.51
H -4.00 -3.53 -5.11
H -1.49 -4.98 -3.73
H -2.13 -3.46 -3.17
H -0.70 -2.88 -4.67
C 1.79 2.53 -2.73
C 0.34 2.01 -2.66
O -0.12 2.39 -1.35
H 2.17 2.65 -3.73
H 2.42 1.88 -2.23
H 1.75 3.55 -2.37
H 0.29 0.96 -2.86
H -0.34 2.48 -3.31
H -0.53 1.61 -0.91
C -1.11 7.47 -1.74
C -0.25 6.29 -1.47
O -1.03 5.16 -1.06
H -0.51 8.29 -2.16
H -1.72 7.80 -0.91
H -1.73 7.13 -2.53
H 0.52 6.61 -0.76
H 0.41 6.04 -2.33
H -0.45 4.40 -1.15
C 4.55 1.17 0.50
C 5.21 0.06 1.30
O 4.36 -0.64 2.16
H 4.06 1.89 1.15
H 3.92 0.73 -0.30
H 5.28 1.73 -0.10
H 6.02 0.43 1.94
H 5.60 -0.67 0.65
H 3.51 -0.78 1.74
C -4.38 1.19 4.83
C -3.32 0.43 5.59
O -2.07 0.63 4.90
H -4.10 2.23 4.73
H -5.38 1.21 5.30
H -4.45 0.77 3.87
H -3.60 -0.58 5.69
H -3.31 0.81 6.60
H -1.46 -0.02 5.31
C -1.77 -1.43 -9.82
C -2.05 -1.86 -8.34
O -1.34 -3.04 -8.07
H -0.68 -1.68 -9.83
H -1.87 -0.34 -10.09
H -2.37 -1.98 -10.53
H -3.11 -2.04 -8.18
H -1.74 -1.03 -7.73
H -1.44 -3.33 -7.13
*
```

Its highest occupied orbital energy is -9.016 eV. For the maximum force, the calculation gives 3.2 eV/Å. As for the electronic energy: -4226.56012 Ha.

---

(2)
The following is a quantum chemistry calculation of a structure of composition C54H28F4IN9O5Ti, from OMol25.

Geometry as ORCA input:
```
! wB97M-V def2-TZVPD RIJCOSX def2/J DEFGRID3
* xyz -2 1
Ti -0.18 0.16 -0.48
O -4.23 1.11 -1.96
C -3.89 2.36 -2.27
C -4.72 3.04 -3.17
C -4.44 4.33 -3.55
C -3.33 5.00 -3.02
C -2.51 4.33 -2.14
C -2.76 3.02 -1.75
C -1.83 2.29 -0.87
O -2.11 1.09 -0.44
N -0.70 2.89 -0.56
N 0.02 2.00 0.26
C 0.34 2.41 1.42
C 0.61 1.53 2.54
C 0.90 2.07 3.80
C 0.91 1.28 4.92
C 0.60 -0.08 4.79
C 0.31 -0.63 3.57
C 0.33 0.16 2.42
O 0.04 -0.36 1.24
H -3.56 0.74 -1.34
H -5.57 2.50 -3.57
H -5.08 4.83 -4.26
H -3.11 6.02 -3.32
H -1.63 4.82 -1.72
H 0.24 3.48 1.61
H 1.09 3.14 3.87
H 1.13 1.71 5.89
H 0.60 -0.72 5.67
H 0.08 -1.68 3.46
C 3.11 0.04 -3.37
C 3.55 -1.27 -3.26
C 3.19 -2.01 -2.14
C 2.37 -1.45 -1.15
C 1.82 -0.17 -1.30
C 2.25 0.56 -2.42
C 2.24 -2.24 0.11
C 1.77 -3.58 0.06
C 1.73 -4.31 1.20
C 2.19 -3.73 2.41
C 2.22 -4.44 3.64
C 2.69 -3.84 4.77
C 3.14 -2.50 4.73
C 3.11 -1.79 3.55
C 2.63 -2.40 2.36
N 2.65 -1.66 1.21
H 3.40 0.65 -4.22
H 4.18 -1.71 -4.02
H 3.56 -3.02 -2.02
H 1.88 1.57 -2.55
H 1.40 -3.99 -0.87
H 1.35 -5.33 1.19
H 1.87 -5.46 3.66
H 2.72 -4.38 5.71
H 3.51 -2.02 5.63
H 3.44 -0.76 3.50
F -3.43 -2.00 0.91
C -3.79 -3.28 1.17
C -4.89 -3.48 1.98
F -5.52 -2.37 2.42
C -5.37 -4.74 2.35
C -4.59 -5.77 1.81
C -3.49 -5.56 1.01
F -2.83 -6.66 0.57
C -3.03 -4.31 0.64
C -1.85 -4.08 -0.24
C -1.33 -2.84 -0.51
N -0.82 -1.83 -0.80
C -1.10 -5.12 -0.86
N -0.47 -5.91 -1.42
F -4.92 -7.05 2.06
C -6.52 -4.96 3.21
C -7.40 -3.92 3.62
N -8.16 -3.12 3.98
C -6.88 -6.23 3.72
N -7.21 -7.24 4.19
N 6.86 2.93 -3.81
C 6.06 2.87 -3.00
C 5.04 2.82 -1.96
C 4.04 3.78 -1.93
C 3.11 3.71 -0.90
N 3.13 2.77 0.04
C 4.07 1.83 -0.03
C 5.06 1.82 -1.00
H 3.98 4.55 -2.68
H 2.30 4.43 -0.84
H 4.02 1.04 0.71
H 5.81 1.04 -1.03
I -1.05 5.28 -7.47
C -0.96 3.63 -6.18
C -1.56 2.44 -6.56
C -1.51 1.36 -5.68
C -0.89 1.48 -4.45
C -0.31 2.68 -4.09
C -0.33 3.77 -4.96
C -0.88 0.27 -3.55
O -1.19 -0.81 -3.99
O -0.49 0.49 -2.32
H -2.06 2.35 -7.51
H -1.96 0.41 -5.95
H 0.13 2.79 -3.10
H 0.13 4.71 -4.67
*
```

Its highest occupied orbital energy is -1.816 eV. For the maximum force, the calculation gives 3.0 eV/Å. As for the relative energy (zero: lowest compared OMol25 entry of this formula, charge and spin): 172.5 kJ/mol. As for the electronic energy: -4490.43822 Ha.

---

(3)
The following is a quantum chemistry calculation of a structure of composition C54H34BaF6N8O2Si, from OMol25.

Geometry as ORCA input:
```
! wB97M-V def2-TZVPD RIJCOSX def2/J DEFGRID3
* xyz -2 1
Ba 15.24 15.13 10.08
C 8.40 12.52 11.69
C 8.35 12.20 10.36
C 9.42 12.42 9.50
C 10.65 12.82 10.05
C 12.10 12.84 9.61
N 12.50 12.23 8.48
C 13.78 11.94 8.14
C 14.12 10.68 7.48
C 13.35 9.69 6.91
C 14.01 8.63 6.25
C 15.38 8.58 6.25
C 16.16 9.46 6.99
C 15.51 10.55 7.56
C 16.00 11.75 8.31
N 17.27 11.85 8.77
C 17.74 12.39 9.91
N 16.97 12.89 10.94
C 17.78 13.29 11.96
N 17.34 13.79 13.12
C 16.02 13.87 13.50
N 14.98 14.27 12.72
C 13.78 13.99 13.39
N 12.53 13.98 12.93
C 12.10 13.59 11.72
N 12.86 13.39 10.60
C 10.65 13.25 11.39
C 9.55 13.09 12.24
C 14.15 13.72 14.82
C 13.41 13.45 15.97
C 14.13 13.12 17.15
C 15.50 13.13 17.20
C 16.24 13.37 16.05
C 15.58 13.65 14.87
C 19.20 13.24 11.55
C 20.37 13.53 12.26
C 21.58 13.42 11.55
C 21.58 13.08 10.19
C 20.41 12.67 9.54
C 19.19 12.71 10.21
N 14.93 12.62 8.48
H 7.58 12.23 12.35
H 7.44 11.70 10.00
H 9.27 12.27 8.42
H 12.27 9.70 7.00
H 13.46 7.82 5.76
H 15.86 7.77 5.68
H 17.26 9.37 7.05
H 9.58 13.30 13.31
H 12.31 13.32 15.93
H 13.55 12.93 18.07
H 16.03 13.00 18.13
H 17.33 13.37 16.13
H 20.34 13.79 13.32
H 22.52 13.66 12.02
H 22.52 12.99 9.67
H 20.48 12.28 8.51
O 14.94 17.76 10.25
Si 15.85 19.04 10.66
C 15.76 19.16 12.57
C 15.21 20.21 13.34
C 14.95 20.05 14.69
C 15.35 18.86 15.33
C 16.09 17.91 14.63
C 16.23 18.02 13.26
C 15.43 20.65 9.92
C 14.26 20.79 9.18
C 14.04 22.01 8.48
C 14.95 23.03 8.57
C 16.14 22.87 9.28
C 16.41 21.69 9.91
C 17.59 18.59 10.21
C 18.67 18.90 11.02
C 19.88 18.18 10.89
C 20.03 17.23 9.91
C 19.05 17.09 8.94
C 17.85 17.78 9.08
H 14.85 21.11 12.85
H 14.46 20.84 15.25
H 15.04 18.71 16.36
H 16.50 17.08 15.14
H 16.65 17.15 12.73
H 13.53 19.96 9.11
H 13.10 22.16 7.93
H 14.68 24.00 8.18
H 16.80 23.75 9.30
H 17.39 21.55 10.38
H 18.57 19.58 11.85
H 20.73 18.44 11.52
H 20.93 16.63 9.91
H 19.24 16.49 8.07
H 17.04 17.60 8.40
C 14.62 9.17 13.50
C 14.35 9.30 11.93
O 14.42 10.53 11.40
C 12.84 8.88 11.61
F 12.66 8.67 10.24
F 11.95 9.88 11.93
F 12.42 7.78 12.32
C 15.42 8.44 11.09
F 15.16 8.40 9.74
F 15.43 7.14 11.50
F 16.66 8.93 11.20
H 13.88 9.74 13.99
H 15.62 9.59 13.71
H 14.57 8.14 13.84
*
```

Its highest occupied orbital energy (spin up / spin down) is -1.379 / -1.206 eV. For the maximum force, the calculation gives 3.1 eV/Å. As for the electronic energy: -3581.13479 Ha.